{
  "formula": "C21H17N6OPdSTe",
  "method": "the ωB97M-V functional and the def2-TZVPD basis",
  "charge": 1,
  "gap_ev": 6.020,
  "e_homo_ha": -0.400,
  "symbols": ["Te", "Pd", "S", "O", "N", "N", "N", "N", "N", "N", "C", "C", "C", "C", "C", "C", "C", "C", "C", "C", "C", "C", "C", "C", "C", "C", "C", "C", "C", "C", "C", "H", "H", "H", "H", "H", "H", "H", "H", "H", "H", "H", "H", "H", "H", "H", "H", "H"],
  "xyz": [[0.386, -2.284, -0.851], [-0.425, 0.003, 0.169], [-0.210, -0.769, 2.303], [-0.536, 0.825, -1.668], [2.174, 0.259, 1.503], [-1.405, 7.588, 0.956], [2.050, -0.504, 3.642], [1.512, 0.404, 0.298], [-3.478, -0.718, -0.078], [-0.966, 2.254, 0.834], [-0.365, -3.814, 0.377], [2.246, 0.723, -0.719], [2.574, 1.132, -4.371], [-1.312, 6.444, 0.935], [2.861, 1.021, -3.038], [1.474, -0.281, 2.445], [-0.049, 4.387, 1.384], [-1.581, -3.792, 1.047], [0.019, 3.007, 1.326], [-0.001, -6.075, 1.116], [0.480, 0.862, -2.496], [0.212, 0.963, -3.874], [-1.196, 5.010, 0.907], [-2.230, 4.231, 0.402], [-1.995, -4.905, 1.762], [-2.356, -0.501, 0.024], [1.835, 0.872, -2.078], [-2.064, 2.860, 0.385], [1.233, 1.099, -4.782], [0.435, -4.953, 0.425], [-1.211, -6.051, 1.791], [-0.823, 0.948, -4.188], [3.366, 1.241, -5.098], [0.997, 1.183, -5.835], [1.401, -4.973, -0.065], [3.889, 1.039, -2.697], [-2.845, 2.225, -0.014], [0.771, 4.962, 1.789], [-4.432, -1.015, -0.164], [-2.936, -4.879, 2.295], [1.543, -0.942, 4.388], [-3.136, 4.684, 0.027], [0.620, -6.960, 1.142], [0.894, 2.487, 1.696], [3.299, 0.853, -0.486], [3.032, -0.319, 3.755], [-1.541, -6.920, 2.344], [-2.209, -2.912, 1.032]],
  "forces_ev_per_a": [[-0.278, 0.069, 0.050], [0.118, 0.191, -0.075], [0.052, -0.037, -0.021], [-0.181, -0.194, -0.062], [0.015, 0.005, -0.011], [0.000, 0.000, 0.001], [-0.003, 0.026, 0.005], [0.013, -0.162, 0.053], [0.006, -0.143, 0.003], [0.114, -0.030, -0.096], [0.172, 0.021, 0.028], [-0.022, 0.082, 0.029], [0.002, -0.001, -0.006], [-0.001, 0.000, 0.004], [-0.010, -0.001, -0.001], [-0.008, -0.018, 0.018], [-0.010, -0.002, 0.016], [-0.058, -0.026, -0.032], [-0.043, -0.003, 0.110], [-0.013, -0.014, 0.005], [0.098, 0.102, 0.051], [0.001, 0.012, 0.011], [0.001, -0.002, -0.002], [-0.007, -0.003, 0.024], [-0.011, 0.024, -0.001], [0.048, 0.087, 0.037], [-0.039, -0.036, -0.009], [-0.011, -0.011, -0.038], [0.005, -0.002, -0.009], [0.005, -0.002, 0.043], [0.020, -0.003, -0.011], [0.000, -0.001, -0.001], [0.003, 0.001, 0.003], [-0.005, 0.000, 0.001], [0.005, 0.019, 0.011], [0.000, 0.000, 0.000], [0.024, 0.006, -0.031], [0.001, 0.001, -0.003], [-0.015, 0.063, -0.044], [0.002, -0.003, 0.003], [-0.001, -0.001, -0.001], [0.000, -0.001, -0.001], [-0.003, -0.002, -0.003], [0.008, -0.007, -0.026], [0.000, 0.020, -0.008], [0.003, -0.017, -0.005], [-0.003, 0.001, 0.000], [0.007, -0.007, -0.013]],
  "mulliken_charge": [0.55, -0.17, -0.27, -0.48, -1.23, -0.39, -0.42, 1.03, 0.02, 0.31, 0.57, -0.34, -0.76, -0.20, -0.85, 0.75, -0.92, 0.13, -0.11, -0.60, 0.50, -0.71, 0.79, -0.78, -0.68, 0.09, 0.91, -0.10, -0.40, -0.72, -0.50, 0.46, 0.42, 0.41, 0.35, 0.38, 0.27, 0.49, 0.30, 0.39, 0.19, 0.48, 0.38, 0.37, 0.40, 0.23, 0.39, 0.06]
}

{
  "formula": "C6H13N2OP",
  "method": "the ωB97M-V functional and the def2-TZVPD basis",
  "s2": 2.0085,
  "gap_ev": [5.711, 6.741],
  "multiplicity": 3,
  "e_homo_ha": [-0.173, -0.314],
  "de_lowest_kcal_mol": 20.3,
  "symbols": ["P", "O", "N", "N", "C", "C", "C", "C", "C", "C", "H", "H", "H", "H", "H", "H", "H", "H", "H", "H", "H", "H", "H"],
  "xyz": [[-1.603, 0.196, -0.974], [-3.086, 0.131, -0.451], [-0.483, -1.491, -0.139], [-0.856, 1.041, 0.369], [0.513, 0.639, 0.646], [1.812, -0.894, -0.766], [2.720, 0.271, -0.447], [-3.535, -0.235, 0.864], [0.709, -0.874, 0.359], [1.466, 1.217, -0.371], [-4.177, -1.224, 0.870], [-2.619, -0.509, 1.611], [1.713, 2.380, -0.321], [3.365, 0.467, -1.296], [-0.373, -2.039, -0.977], [1.033, 1.150, -1.308], [-4.050, 0.544, 1.194], [2.346, -1.952, -0.815], [1.181, -0.796, -1.604], [0.612, 0.890, 1.633], [3.113, 0.333, 0.562], [-0.989, 2.051, 0.183], [1.189, -1.298, 1.179]],
  "forces_ev_per_a": [[0.585, 1.907, -0.496], [-2.057, -0.759, 0.771], [0.062, -0.544, 2.134], [-1.004, 0.139, -1.371], [-1.208, -0.014, -2.826], [1.636, -3.923, 2.397], [-2.815, 1.037, -0.663], [3.487, -5.755, 0.051], [0.549, 0.078, -2.591], [3.076, 4.061, 1.120], [1.079, 2.019, -0.446], [-2.022, 0.955, -1.888], [-0.460, -2.240, 0.544], [0.459, 0.386, 0.394], [0.467, -0.486, -0.123], [-1.240, -0.048, -1.837], [-2.329, 3.195, 1.770], [-1.144, 1.960, 0.131], [0.229, 0.430, -1.757], [1.272, 0.454, 2.514], [0.811, -0.720, -0.191], [0.466, -0.829, 0.506], [0.099, -1.302, 1.854]],
  "mulliken_charge": [0.06, -0.28, -0.71, -0.42, -0.35, -1.02, -0.54, -0.51, 0.17, -0.77, 0.21, 0.20, 0.27, 0.36, 0.39, 0.40, 0.29, 0.27, 0.50, 0.36, 0.30, 0.32, 0.49]
}

{
  "formula": "C55H65NO7P4RhS",
  "method": "the ωB97M-V functional and the def2-TZVPD basis",
  "charge": 3,
  "gap_ev": 5.943,
  "e_homo_ha": -0.552,
  "symbols": ["Rh", "S", "P", "P", "P", "P", "O", "O", "O", "O", "O", "O", "O", "N", "C", "C", "C", "C", "C", "C", "C", "C", "C", "C", "C", "C", "C", "C", "C", "C", "C", "C", "C", "C", "C", "C", "C", "C", "C", "C", "C", "C", "C", "C", "C", "C", "C", "C", "C", "C", "C", "C", "C", "C", "C", "C", "C", "C", "C", "C", "C", "C", "C", "C", "C", "C", "C", "C", "C", "H", "H", "H", "H", "H", "H", "H", "H", "H", "H", "H", "H", "H", "H", "H", "H", "H", "H", "H", "H", "H", "H", "H", "H", "H", "H", "H", "H", "H", "H", "H", "H", "H", "H", "H", "H", "H", "H", "H", "H", "H", "H", "H", "H", "H", "H", "H", "H", "H", "H", "H", "H", "H", "H", "H", "H", "H", "H", "H", "H", "H", "H", "H", "H", "H"],
  "xyz": [[-0.389, -0.289, -0.074], [-1.961, -4.275, -1.316], [3.107, -0.841, 0.069], [1.940, 1.599, -1.099], [-0.778, -0.843, 2.171], [-2.281, 0.500, -1.345], [1.644, -1.187, 0.088], [1.711, 0.728, -2.379], [3.926, -1.174, 1.339], [-3.218, 0.270, 1.275], [0.671, 1.526, -0.296], [2.331, 3.003, -1.610], [3.753, -1.536, -1.172], [-0.851, -2.117, -0.687], [-4.881, 1.470, -1.642], [-2.801, -2.316, -4.910], [-0.507, -3.861, -2.109], [-1.814, -3.236, 3.101], [-4.306, 0.526, 4.716], [-3.147, 0.070, 5.340], [-6.104, 1.863, -1.128], [1.563, 1.858, -4.536], [-2.504, -0.605, -2.741], [-1.822, -4.614, 3.273], [-0.823, -5.392, 2.710], [5.556, -2.974, -1.887], [-3.298, 0.228, 2.624], [4.570, -2.492, 1.637], [-5.657, 1.181, 2.637], [-5.928, 2.607, 3.145], [2.619, 1.087, 4.522], [2.368, 0.889, -3.705], [0.197, -4.794, 1.971], [3.287, 5.178, -1.843], [-1.154, 4.694, -2.824], [-2.050, -0.305, 4.588], [2.440, -0.495, -4.298], [5.513, -0.560, -2.565], [-1.494, 3.112, -1.047], [-1.210, 4.399, -1.464], [-1.697, 2.410, -3.348], [-1.612, -1.617, -4.741], [1.994, 1.796, 3.500], [-1.400, 3.705, -3.761], [3.087, 4.050, -0.867], [-6.861, 0.282, 2.956], [0.647, -0.137, 3.001], [3.276, 0.941, -0.102], [-6.365, 1.747, 0.236], [-4.407, 0.635, 3.334], [-0.043, -2.675, -1.661], [1.006, 1.190, 2.741], [-3.831, -2.181, -3.989], [-4.243, 0.815, 0.560], [5.212, -1.565, -1.478], [0.216, -3.421, 1.798], [2.333, 4.459, 0.379], [-3.937, 0.924, -0.770], [-1.736, 2.108, -1.988], [-1.902, -2.860, -0.419], [5.965, -2.198, 2.129], [-3.685, -1.333, -2.899], [-5.426, 1.231, 1.126], [-1.456, -0.775, -3.652], [3.746, -3.247, 2.647], [-2.142, -0.249, 3.192], [2.254, -0.223, 4.785], [1.276, -0.846, 4.020], [-0.788, -2.628, 2.370], [-6.854, 2.282, -1.786], [0.976, -5.403, 1.531], [1.010, -2.961, 1.225], [-6.678, -0.749, 2.648], [-4.665, 1.591, -2.697], [4.255, 1.216, -0.497], [1.418, 4.989, 0.112], [3.110, -0.485, -5.159], [-0.525, -0.230, -3.521], [-1.920, 1.655, -4.089], [2.960, 5.122, 0.975], [5.743, -1.291, -0.567], [0.544, 1.486, -4.668], [-6.087, 2.608, 4.225], [-2.611, -5.077, 3.852], [-7.324, 2.082, 0.613], [-6.825, 3.018, 2.680], [3.375, 1.568, 5.129], [3.159, 1.354, 0.906], [4.183, -4.238, 2.780], [-7.073, 0.288, 4.027], [-0.940, 5.704, -3.151], [1.454, -0.815, -4.645], [4.963, -3.267, -2.755], [-2.927, -2.966, -5.767], [-2.648, -2.598, 0.317], [5.921, -1.527, 2.988], [-0.072, -4.504, -2.859], [3.758, -2.737, 3.608], [3.920, 5.943, -1.389], [0.496, 1.759, 1.975], [-5.149, 0.816, 5.332], [2.023, 1.949, -5.522], [6.596, -1.742, 1.366], [4.053, 3.614, -0.605], [3.368, 1.289, -3.533], [-4.500, -1.219, -2.195], [0.867, -2.175, -1.958], [-5.090, 3.271, 2.921], [-1.384, 3.941, -4.817], [-1.552, 2.893, 0.013], [0.991, -1.870, 4.234], [2.817, -1.218, -3.572], [-0.813, -1.722, -5.465], [-0.836, -6.467, 2.845], [5.100, -0.883, -3.521], [2.058, 3.601, 0.999], [3.774, 4.829, -2.753], [-3.102, 0.008, 6.418], [-1.050, 5.181, -0.732], [-7.755, 0.639, 2.442], [-1.147, -0.648, 5.079], [-4.757, -2.724, -4.126], [2.257, 2.832, 3.321], [6.595, -0.479, -2.677], [6.610, -3.022, -2.162], [4.596, -3.050, 0.703], [2.713, -3.368, 2.319], [5.130, 0.435, -2.334], [2.328, 5.628, -2.104], [1.521, 2.847, -4.081], [2.725, -0.764, 5.596], [-2.602, -2.643, 3.544], [5.383, -3.693, -1.088], [6.439, -3.128, 2.443]],
  "forces_ev_per_a": [[0.990, -0.297, -0.860], [-0.086, -0.229, -0.035], [-0.236, 0.174, -0.330], [-0.431, -0.050, -0.165], [-0.084, 0.148, -0.283], [0.248, 0.697, 0.344], [0.035, 0.086, 0.355], [0.092, -0.001, -0.086], [0.137, -0.223, 0.233], [-0.312, -0.174, -0.014], [-0.207, 0.137, 0.415], [0.156, 0.229, 0.097], [0.091, -0.132, -0.144], [-0.538, -0.233, 0.189], [0.031, -0.049, 0.047], [-0.011, -0.014, -0.037], [0.022, -0.122, -0.069], [0.068, -0.023, -0.075], [-0.014, 0.020, 0.092], [-0.089, 0.014, 0.014], [-0.034, 0.010, 0.058], [-0.046, -0.011, -0.074], [0.134, -0.240, -0.036], [-0.034, -0.012, -0.017], [0.018, -0.026, -0.027], [-0.015, -0.068, -0.074], [0.013, 0.023, -0.349], [0.076, -0.055, 0.000], [0.064, -0.026, -0.027], [0.021, 0.048, 0.007], [0.009, 0.078, -0.010], [0.012, 0.078, 0.055], [-0.055, 0.047, 0.010], [-0.025, 0.045, -0.121], [0.009, 0.060, 0.019], [0.045, -0.015, -0.132], [-0.040, -0.135, -0.092], [0.012, 0.029, -0.119], [-0.117, 0.095, -0.033], [-0.015, -0.020, 0.000], [-0.004, 0.084, 0.107], [-0.020, 0.045, 0.014], [-0.004, -0.052, 0.033], [-0.050, -0.074, 0.002], [-0.032, 0.080, 0.078], [0.007, -0.074, -0.008], [0.254, 0.037, -0.169], [0.126, -0.060, 0.090], [-0.047, 0.050, -0.007], [-0.365, 0.150, 0.134], [-0.116, -0.040, 0.313], [-0.091, 0.008, 0.222], [-0.007, 0.010, 0.008], [0.313, -0.173, 0.360], [-0.061, 0.062, 0.024], [-0.039, -0.025, 0.184], [-0.113, -0.070, -0.005], [-0.037, -0.050, -0.699], [0.033, -0.055, -0.198], [0.144, 0.051, -0.120], [0.044, 0.115, 0.054], [0.030, 0.061, -0.117], [-0.342, 0.147, 0.226], [-0.085, 0.040, -0.044], [-0.160, 0.053, 0.010], [0.407, 0.031, 0.423], [0.029, -0.125, 0.009], [0.132, -0.033, -0.013], [-0.006, -0.171, 0.099], [0.003, -0.018, 0.036], [-0.003, 0.005, 0.022], [-0.095, 0.040, -0.048], [-0.018, 0.029, 0.001], [0.001, -0.008, 0.044], [0.021, -0.059, 0.084], [0.013, -0.008, 0.007], [-0.049, -0.016, -0.013], [-0.050, -0.006, 0.021], [-0.022, -0.001, -0.015], [-0.021, 0.015, -0.033], [-0.056, 0.032, 0.100], [0.082, 0.029, -0.017], [-0.008, 0.001, -0.051], [0.024, 0.016, -0.026], [0.050, -0.005, -0.022], [0.034, -0.023, 0.026], [-0.009, -0.010, -0.017], [0.075, 0.097, -0.040], [-0.017, 0.030, 0.008], [0.012, -0.003, -0.041], [-0.012, -0.028, 0.021], [0.068, -0.002, 0.042], [0.026, 0.000, 0.006], [-0.002, 0.024, 0.017], [0.003, 0.036, -0.073], [0.019, -0.046, -0.001], [-0.022, 0.034, 0.047], [-0.030, 0.033, 0.076], [-0.039, -0.017, -0.006], [-0.009, -0.006, -0.009], [0.032, -0.003, -0.008], [-0.003, -0.002, 0.033], [-0.031, 0.008, 0.000], [-0.019, -0.144, -0.026], [0.006, -0.034, 0.118], [0.018, 0.006, -0.012], [-0.064, 0.004, -0.019], [-0.036, -0.022, 0.009], [0.007, -0.015, 0.025], [0.011, -0.004, -0.006], [0.029, 0.006, -0.014], [-0.015, 0.059, -0.044], [-0.009, -0.014, 0.006], [0.015, 0.041, -0.005], [0.027, 0.022, 0.057], [0.072, 0.033, -0.022], [0.005, 0.017, 0.036], [-0.015, 0.027, -0.017], [-0.009, -0.020, -0.019], [0.035, 0.000, 0.027], [-0.045, 0.013, -0.033], [0.028, 0.005, 0.007], [-0.008, -0.046, 0.011], [-0.021, -0.001, -0.017], [-0.027, -0.002, 0.007], [-0.033, 0.071, -0.054], [0.158, 0.008, 0.063], [0.044, -0.032, 0.025], [0.047, -0.006, 0.008], [0.001, -0.025, 0.012], [-0.002, 0.007, -0.018], [0.000, -0.007, 0.011], [0.005, -0.008, -0.015], [-0.009, 0.015, -0.005]],
  "mulliken_charge": [0.57, -0.13, -0.95, -0.69, 3.12, 3.25, 0.37, -0.17, -0.26, 0.20, -0.76, 0.19, 0.58, 2.16, -0.14, -0.90, -0.22, -0.75, -0.13, -1.61, -1.68, -1.15, 0.10, -0.83, -0.90, -1.42, -0.93, 1.15, 1.35, -1.74, -0.88, 0.63, -0.49, -1.48, -0.68, -0.10, -1.08, -1.17, -1.25, -0.56, -0.54, -0.82, -0.66, -0.70, 0.46, -1.73, 0.98, -0.61, -0.03, 0.51, -1.53, -0.65, -0.96, -0.78, 0.73, -0.42, -0.71, -0.07, 1.14, -0.65, -1.55, -0.69, 0.55, -0.19, -1.30, 0.14, -1.22, -0.34, -0.25, 0.45, 0.54, 0.12, 0.36, 0.64, 1.04, 0.19, 0.58, -0.25, 0.58, 0.50, 0.08, 0.01, 0.42, 0.49, 0.51, 0.43, 0.49, 0.26, 0.58, 0.42, 0.50, -0.07, 0.31, 0.47, 0.08, 0.32, 0.51, 0.26, 0.48, 0.29, 0.51, 0.56, 0.34, 0.26, 0.60, 0.54, 0.04, 0.35, 0.52, 0.22, 0.68, 0.08, 0.52, 0.47, 0.34, 0.06, 0.37, 0.46, 0.59, 0.41, 0.57, 0.49, 0.53, 0.54, 0.44, -0.25, 0.14, 0.16, 0.29, 0.19, 0.53, 0.40, 0.31, 0.43]
}

no.,molecular weight (g mol⁻¹)
1,635.5
2,160.2
3,1111.0